Entry 1:
DFT (wB97M-V/def2-TZVPD) results for a structure of composition C6H10O.

Properties
energy above the lowest of the compared OMol25 structures with the same formula, charge and spin	69.6	kcal per mole
calculated total energy	-8428.2217	eV
HOMO energy	-8.475	eV
net charge	0
LUMO	1.01	eV
molecular weight	98.14	g/mol

XYZ file:
```
17
Properties=species:S:1:pos:R:3:mulliken_charge:R:1
C -0.2995 -1.9384 -0.5562 -1.60
C -0.1932 -0.4931 -0.1541 1.17
C -0.5121 -0.0649 1.2740 -0.98
C -0.8403 1.3585 0.1406 -0.24
C 0.5711 1.7247 -0.2188 -0.49
C 1.0802 0.2944 -0.5427 -0.77
O -1.2472 0.3400 -0.7344 -0.45
H -0.1400 -2.0560 -1.6323 0.37
H -1.2912 -2.3306 -0.3054 0.36
H 0.4536 -2.5308 -0.0237 0.33
H 0.2720 -0.0673 2.0478 0.28
H -1.4498 -0.5135 1.6584 0.38
H -1.3406 1.5042 1.0901 0.45
H 1.0999 2.2238 0.5986 0.26
H 0.5739 2.3915 -1.0855 0.26
H 1.3072 0.1547 -1.6032 0.34
H 1.9560 0.0028 0.0468 0.32
```

=====

Entry 2:
DFT (wB97M-V/def2-TZVPD) results for the molecule C6H10O.

Properties
energy above the lowest of the compared OMol25 structures with the same formula, charge and spin	74.5	kcal per mole
calculated total energy	-8428.0097	eV
HOMO energy	-8.347	eV
net charge	0
LUMO	1.10	eV
molecular weight	98.14	g/mol

XYZ file:
```
17
Properties=species:S:1:pos:R:3:mulliken_charge:R:1
C -2.5232 -0.0636 0.3081 -0.81
C -1.4749 0.5880 -0.5559 -0.40
O -0.5662 1.0636 0.2604 -0.09
C 0.6923 1.4248 -0.3312 -0.46
C 1.5821 0.1947 -0.2851 -0.07
C 1.3345 -0.8228 0.7921 -0.41
C 0.9752 -1.1337 -0.6320 -0.45
H -3.4250 0.5573 0.2720 0.32
H -2.2236 -0.2215 1.3528 0.27
H -2.8037 -1.0230 -0.1418 0.32
H -0.0774 -1.1359 -0.9244 0.08
H 0.5155 1.7673 -1.3555 0.33
H 1.0948 2.2417 0.2766 0.32
H 2.6153 0.3806 -0.5703 0.39
H 0.5279 -0.6066 1.4864 0.13
H 2.1783 -1.3548 1.2182 0.27
H 1.5781 -1.8561 -1.1705 0.27
```